Entry 1:
Below is an isolated ion of composition C3H7N2S and charge +1, with properties calculated with wB97M-V/def2-TZVPD.

The geometry in XYZ format:
```
13
Properties=species:S:1:pos:R:3:lowdin_charge:R:1
C 0.024 0.644 -0.795 -0.04
C 0.013 0.206 1.257 -0.42
C 1.682 -1.015 -0.498 -0.39
N 0.862 -0.350 -1.339 -0.05
N -1.170 -0.288 1.666 0.01
S 1.341 -1.113 1.101 1.10
H -1.022 0.623 -1.187 0.12
H 0.364 1.610 -0.976 0.07
H 0.413 1.093 1.675 0.09
H 2.338 -1.771 -0.827 0.09
H 1.355 -0.013 -2.158 0.17
H -1.760 -0.066 2.523 0.16
H -1.464 -1.093 1.173 0.08
```

charge	+1
total energy	-17030.8455	eV
energy relative to the best compared isomer or geometry (same formula, charge and spin)	62.8	kcal per mole



Entry 2:
Below is one molecule with the formula C9H15N3O4, with properties calculated with wB97M-V/def2-TZVPD.

The geometry in XYZ format:
```
31
Properties=species:S:1:pos:R:3:lowdin_charge:R:1
N -0.055 0.806 -2.368 0.12
C 1.314 1.228 -2.241 -0.48
O 2.136 0.935 -3.060 0.09
C 1.403 2.110 -1.005 -0.04
C 1.447 1.560 0.472 -0.17
N 0.527 0.518 0.615 0.05
C 0.868 -0.675 1.170 -0.36
O 2.091 -0.926 1.375 0.01
C -0.382 -1.631 1.375 -0.25
C -0.264 -2.776 0.374 -0.14
C -1.599 -2.835 -0.431 -0.14
C -2.011 -1.349 -0.270 -0.20
N -1.601 -0.856 1.087 -0.03
C 0.884 2.687 1.470 -0.44
O -0.172 2.512 2.062 0.09
O 1.379 3.897 1.402 0.14
H -0.364 0.055 -2.924 0.07
H -0.901 1.100 -1.853 0.10
H 0.525 2.622 -0.991 0.07
H 2.330 2.772 -1.286 0.17
H 2.435 1.182 0.628 0.14
H -0.514 0.645 0.466 0.14
H -0.316 -2.128 2.340 0.14
H 0.548 -2.411 -0.304 0.12
H -0.023 -3.810 0.855 0.15
H -2.270 -3.366 0.166 0.08
H -1.530 -3.086 -1.507 0.12
H -3.054 -1.133 -0.477 0.11
H -1.341 -0.784 -0.922 0.07
H -2.232 -1.224 1.826 0.13
H 0.740 4.363 1.956 0.13
```

total energy	-22235.9170	eV
energy relative to the best compared isomer or geometry (same formula, charge and spin)	46.6	kcal per mole



Entry 3:
Below is C40H53BCl3CuN8OS as an isolated structure, with properties calculated with wB97M-V/def2-TZVPD.

The geometry in XYZ format:
```
108
Properties=species:S:1:pos:R:3:lowdin_charge:R:1
Cu -1.065 -0.730 -0.233 0.67
C 1.737 -4.900 1.379 0.00
C 1.525 -3.740 0.465 -0.26
C 2.330 -3.289 -0.560 0.03
C 1.681 -2.176 -1.102 -0.22
N 0.542 -1.966 -0.434 0.08
N 0.452 -2.936 0.524 0.04
B -0.814 -3.101 1.394 -0.50
N -1.045 -1.875 2.313 0.04
N -1.475 -0.667 1.826 0.08
C -1.825 0.074 2.882 -0.23
C -1.588 -0.651 4.057 0.03
C -1.104 -1.877 3.657 -0.27
C -0.698 -3.040 4.498 -0.01
C -2.410 1.470 2.829 -0.53
C -3.528 1.572 3.876 -0.04
C -1.322 2.492 3.185 -0.03
C -3.014 1.787 1.463 -0.04
N -2.029 -3.233 0.444 0.05
N -2.274 -2.226 -0.425 0.04
C -3.354 -2.536 -1.139 -0.21
C -3.816 -3.786 -0.719 0.06
C -2.952 -4.194 0.286 -0.24
C -2.961 -5.446 1.096 0.00
C -3.890 -1.599 -2.194 -0.54
C -4.302 -0.278 -1.533 -0.03
C -5.103 -2.227 -2.878 -0.05
C -2.800 -1.327 -3.236 -0.03
C 2.171 -1.325 -2.251 -0.53
C 1.009 -0.872 -3.136 -0.04
C 3.143 -2.143 -3.107 -0.05
C 2.921 -0.113 -1.692 -0.02
H 2.696 -5.364 1.157 0.09
H 0.957 -5.651 1.261 0.08
H 1.742 -4.588 2.424 0.08
H 3.263 -3.722 -0.873 0.12
H -0.710 -4.081 2.061 0.12
H -1.764 -0.336 5.071 0.12
H -0.747 -2.761 5.548 0.09
H 0.321 -3.356 4.274 0.08
H -1.354 -3.896 4.341 0.08
H -3.146 1.456 4.890 0.08
H -4.292 0.813 3.708 0.10
H -4.000 2.554 3.811 0.09
H -0.927 2.305 4.184 0.09
H -1.734 3.504 3.164 0.10
H -0.489 2.443 2.484 0.04
H -3.830 1.101 1.232 0.09
H -2.280 1.728 0.663 0.04
H -3.417 2.801 1.468 0.10
H -4.664 -4.331 -1.094 0.12
H -3.794 -6.074 0.790 0.09
H -3.068 -5.227 2.159 0.09
H -2.038 -6.010 0.962 0.09
H -5.073 -0.439 -0.777 0.10
H -4.692 0.414 -2.281 0.10
H -3.453 0.204 -1.039 0.05
H -5.908 -2.412 -2.165 0.09
H -4.841 -3.171 -3.357 0.09
H -5.485 -1.554 -3.647 0.09
H -1.907 -0.891 -2.780 0.04
H -3.166 -0.630 -3.992 0.10
H -2.493 -2.247 -3.736 0.10
H 0.447 -1.727 -3.516 0.09
H 1.393 -0.309 -3.989 0.09
H 0.326 -0.218 -2.595 0.03
H 2.675 -3.055 -3.482 0.10
H 4.037 -2.420 -2.546 0.08
H 3.464 -1.547 -3.962 0.09
H 2.265 0.537 -1.112 0.06
H 3.347 0.467 -2.516 0.09
H 3.741 -0.427 -1.044 0.08
Cl 2.643 5.797 -5.665 0.70
C 2.611 5.353 -3.993 -0.66
C 2.843 4.038 -3.625 -0.08
C 2.813 3.697 -2.283 -0.01
C 2.555 4.644 -1.299 -0.19
C 2.458 4.243 0.154 -0.29
C 0.980 4.164 0.573 -0.05
N 0.277 3.101 -0.134 -0.02
C -0.485 3.225 -1.273 -0.01
C -0.915 1.975 -1.583 -0.10
N -0.418 1.092 -0.645 -0.03
C 0.302 1.804 0.197 -0.16
O 3.105 3.000 0.312 -0.11
C 3.394 2.624 1.655 -0.15
C 4.062 1.290 1.610 -0.31
C 3.547 0.128 2.103 -0.95
Cl 2.031 -0.085 2.894 0.71
S 4.577 -1.218 1.859 1.01
C 5.736 -0.228 1.077 -0.40
C 5.339 1.067 1.012 -0.13
C 2.334 5.956 -1.706 -0.58
Cl 2.017 7.199 -0.528 0.74
C 2.359 6.326 -3.041 -0.12
H 3.048 3.295 -4.382 0.11
H 3.002 2.678 -1.982 0.10
H 2.935 5.007 0.779 0.14
H 0.482 5.107 0.360 0.12
H 0.884 3.978 1.643 0.12
H -0.644 4.177 -1.749 0.14
H -1.542 1.653 -2.397 0.11
H 0.824 1.405 1.050 0.09
H 2.484 2.558 2.259 0.10
H 4.043 3.376 2.120 0.15
H 6.657 -0.658 0.718 0.08
H 5.924 1.853 0.556 0.12
H 2.191 7.353 -3.329 0.11
```

multiplicity	2
charge	+1
total energy	-150027.2287	eV



Entry 4:
Below is a 3-piece molecular cluster, C5H13NO2 overall, with properties calculated with wB97M-V/def2-TZVPD.

The geometry in XYZ format:
```
21
Properties=species:S:1:pos:R:3:lowdin_charge:R:1
C -0.667 -1.382 -0.165 -0.09
N -0.908 -0.661 1.069 -0.33
C -1.354 -1.531 2.136 -0.10
O -1.867 0.354 0.853 -0.07
H 0.203 -2.019 -0.021 0.09
H -1.526 -2.008 -0.458 0.09
H -0.458 -0.670 -0.961 0.06
H -1.554 -0.925 3.017 0.08
H -0.554 -2.233 2.361 0.09
H -2.263 -2.096 1.871 0.08
H -2.698 -0.047 0.534 0.09
C 1.231 1.925 0.246 0.00
C 2.032 1.215 -0.500 -0.20
C 2.829 0.506 -1.234 0.01
H 0.428 1.458 0.798 0.05
H 1.399 2.981 0.405 0.07
H 3.749 0.113 -0.829 0.06
H 2.644 0.326 -2.279 0.06
O -0.172 1.213 -2.442 -0.09
H -0.817 1.861 -2.723 0.03
H 0.322 1.620 -1.676 0.00
```

total energy	-10977.1884	eV
energy relative to the best compared isomer or geometry (same formula, charge and spin)	108.2	kcal per mole